Density functional theory data (ωB97M-V/def2-TZVPD) for C6H13NO2 as an isolated structure at a distorted geometry.

Calculated values
charge = 0
energy above the lowest of the compared OMol25 structures with the same formula, charge and spin = 502.7 kJ/mol
frontier orbital gap (alpha / beta) = 7.1 / 7.9 eV

Element x y z (Å)
O -0.01 0.93 1.27
O -0.31 -2.00 -0.38
N -1.02 0.29 -0.35
C 1.26 -0.45 -1.27
C 0.13 -0.86 -0.33
C -1.18 1.19 -1.47
C 0.61 -0.21 1.45
C -2.26 -0.09 0.29
C 2.10 -0.15 1.72
H -2.64 0.77 0.85
H 2.60 0.60 1.11
H 0.89 -0.48 -2.30
H 2.56 -1.13 1.56
H -0.23 1.62 -1.78
H -2.08 -0.90 0.98
H 1.65 0.55 -1.08
H -1.65 0.69 -2.33
H -1.83 2.01 -1.16
H 2.06 -1.18 -1.19
H 2.27 0.12 2.77
H -3.01 -0.39 -0.45
H 0.09 -0.94 2.09

Density functional theory data (ωB97M-V/def2-TZVPD) for one molecule with the formula C6H13NO2S at a distorted geometry.

Calculated values
charge = 0
energy above the lowest of the compared OMol25 structures with the same formula, charge and spin = 68.4 kJ/mol
frontier orbital gap = 9.9 eV
structure (SMILES) = CCCN(S)C(=O)OCC

Element x y z (Å)
S -0.74 2.00 -0.82
O 0.13 0.00 2.21
O -1.83 0.31 1.16
N 0.18 0.81 0.06
C 1.59 1.21 0.30
C -3.24 -0.46 -0.70
C 2.57 0.29 -0.42
C -2.36 -0.84 0.46
C -0.47 0.36 1.22
C 2.49 -1.16 0.08
H -2.68 -0.16 -1.58
H 2.41 0.34 -1.49
H 1.84 -1.77 -0.54
H 2.16 -1.21 1.11
H -3.88 -1.29 -0.98
H -1.53 -1.47 0.15
H -2.94 -1.40 1.19
H 3.48 -1.63 0.04
H 3.57 0.66 -0.21
H -0.44 1.59 -2.07
H 1.72 2.22 -0.09
H -3.87 0.39 -0.43
H 1.83 1.23 1.36